# 1
DFT (ωB97M-V/def2-TZVPD) results for the ion C4H8N with charge +1.

Cartesian coordinates (Å):
C (-2.1699, 0.1353, -0.0360)
C (-0.8563, -0.4744, -0.0491)
C (0.3423, 0.0111, 0.0967)
C (1.5441, 0.8663, 0.1134)
N (1.6918, -0.5692, -0.0653)
H (-1.9896, 1.0394, 0.4153)
H (-2.8047, -0.4337, 0.4362)
H (-2.4907, 0.3173, -1.0283)
H (-0.7336, -1.6371, 0.0567)
H (1.8218, 1.5156, -0.6808)
H (1.6262, 1.2284, 1.1789)
H (1.8963, -0.8639, -0.9891)
H (2.1223, -1.1350, 0.5514)

Atomic forces in eV per Å
C 3.3 1.7 -2.5
C 1.5 -4.3 0.8
C 1.3 1.2 -1.1
C -2.3 1.1 2.6
N -1.6 1.0 -1.9
H -0.5 2.4 1.2
H -3.6 -2.9 2.6
H -0.5 0.1 -1.1
H -0.8 2.0 -0.7
H 0.3 0.3 -0.5
H 0.9 -0.4 -1.4
H 0.2 -0.2 -1.2
H 1.8 -2.2 3.2

Results
LUMO energy, eV: -3.48
Orbital gap, eV: 11.632
Maximum force, eV/A: 5.26
Net charge: +1
HOMO energy, Eh: -0.555
2S+1: 1
Energy above the lowest of the compared OMol25 structures with the same formula, charge and spin, kcal/mol: 45.7
Energy, Ha: -211.598254

# 2
DFT (ωB97M-V/def2-TZVPD) results for a structure of composition C20H69F4N7O20PbS4.

Cartesian coordinates (Å):
Pb (8.3577, -0.2178, -15.0418)
N (7.9231, 1.5687, -13.4789)
S (8.9435, 2.1838, -12.5014)
O (8.7218, 1.7495, -11.0959)
O (9.4578, 3.5606, -12.6828)
F (10.2472, 1.3384, -12.9235)
S (6.8273, 2.8670, -13.3424)
O (6.7559, 3.7692, -14.4690)
O (6.5800, 3.4813, -12.0644)
F (5.4949, 1.9102, -13.4427)
N (9.4607, -1.2754, -16.9547)
S (10.4580, -0.6853, -18.2672)
O (10.3856, -1.4391, -19.4948)
O (11.6393, 0.1068, -17.8840)
F (9.5447, 0.5905, -18.6910)
S (10.2190, -2.6448, -16.9586)
O (11.6654, -2.7065, -16.6279)
O (9.6870, -3.6406, -17.8858)
F (9.6093, -3.0839, -15.4962)
O (6.2604, -1.4344, -15.5932)
H (5.5760, -1.1973, -16.2191)
H (5.9050, -2.1888, -15.1233)
O (7.0908, 1.0911, -16.8840)
H (6.9656, 0.3601, -17.4891)
H (6.5315, 1.7869, -17.2292)
O (12.7459, 0.5824, -13.7954)
H (13.2073, -0.2354, -13.9815)
H (13.4324, 1.1858, -13.5109)
O (7.6040, -1.0498, -12.5446)
H (7.1170, -1.4450, -11.8215)
H (7.4452, -0.1101, -12.4556)
O (4.0517, -1.1385, -17.0815)
H (4.1445, -1.4755, -17.9726)
H (3.1333, -1.2937, -16.8607)
O (7.2164, -1.2015, -18.5579)
H (7.9153, -1.2087, -17.9039)
H (7.2188, -2.0869, -18.9216)
O (10.4729, -1.0404, -13.8852)
H (11.2173, -0.4692, -13.6959)
H (10.2365, -1.4156, -13.0369)
C (11.6426, -1.5293, -8.9660)
C (11.7876, -1.6004, -10.5046)
C (12.3928, -2.9377, -10.9636)
O (13.6946, -3.1685, -10.3846)
C (14.3360, -4.3671, -10.9439)
N (10.5002, -1.2634, -10.9880)
H (11.1413, -2.4001, -8.5434)
H (11.1225, -0.6611, -8.5614)
H (12.6418, -1.5917, -8.5349)
H (12.4733, -0.8417, -10.8819)
H (12.2736, -2.8572, -12.0441)
H (11.7713, -3.7861, -10.6771)
H (14.4928, -4.3928, -12.0223)
H (13.8951, -5.3295, -10.6840)
H (15.3685, -4.3341, -10.5961)
H (9.8592, -1.9192, -10.5648)
H (10.1889, -0.3520, -10.6839)
C (11.8563, 3.1201, -16.3579)
C (10.4216, 2.9479, -15.8465)
C (9.2887, 3.5419, -16.7813)
O (9.3989, 4.9349, -16.9893)
C (9.0510, 5.7640, -15.8660)
N (10.3699, 1.5070, -15.5953)
H (12.5128, 2.5678, -15.6855)
H (12.2197, 4.1457, -16.2945)
H (11.9483, 2.7348, -17.3734)
H (10.3899, 3.4353, -14.8721)
H (8.2658, 3.3105, -16.4843)
H (9.4074, 2.9398, -17.6821)
H (7.9673, 5.7641, -15.7491)
H (9.2979, 6.8145, -16.0198)
H (9.4208, 5.4706, -14.8835)
H (10.8021, 1.1294, -16.4264)
H (11.0718, 1.3948, -14.8778)
C (9.5089, -4.5026, -12.5157)
C (8.7343, -4.7925, -11.2380)
C (8.8738, -6.2844, -10.8181)
O (8.5305, -7.1874, -11.8702)
C (7.1104, -7.4075, -12.0139)
N (9.1858, -3.8830, -10.2218)
H (10.5280, -4.8841, -12.4533)
H (9.5559, -3.4588, -12.8260)
H (8.9248, -4.9548, -13.3172)
H (7.6563, -4.6724, -11.3456)
H (8.3311, -6.4470, -9.8869)
H (9.8822, -6.5736, -10.5219)
H (6.7595, -6.5209, -12.5419)
H (6.6274, -7.3186, -11.0408)
H (6.7957, -8.2707, -12.6003)
H (8.8285, -4.1880, -9.3277)
H (10.1958, -3.8868, -10.2183)
C (3.3632, -3.4951, -14.4923)
C (4.3425, -3.6427, -13.3020)
C (4.1256, -4.8763, -12.4629)
O (4.9215, -4.8373, -11.3059)
C (4.3608, -5.6400, -10.2717)
N (5.6113, -3.7213, -14.0323)
H (3.3913, -4.2958, -15.2314)
H (3.5954, -2.5574, -14.9972)
H (2.3559, -3.4215, -14.0825)
H (4.3154, -2.7122, -12.7350)
H (4.2720, -5.7258, -13.1299)
H (3.0512, -4.8375, -12.2835)
H (4.1174, -6.6507, -10.5994)
H (3.4233, -5.1696, -9.9753)
H (4.9927, -5.7206, -9.3872)
H (5.6543, -4.4912, -14.6846)
H (6.2580, -3.9727, -13.2983)
C (-0.6622, -1.3844, -10.0404)
C (0.4172, -1.8566, -11.0107)
C (1.2308, -0.6597, -11.6764)
O (2.0142, -1.0540, -12.7576)
C (2.9043, -0.1255, -13.4265)
N (1.3419, -2.6405, -10.2894)
H (-1.0325, -2.2737, -9.5303)
H (-1.5953, -1.1272, -10.5417)
H (-0.3146, -0.6830, -9.2819)
H (-0.1312, -2.4342, -11.7549)
H (1.8493, -0.0618, -11.0070)
H (0.4629, 0.0174, -12.0504)
H (3.6087, -0.6906, -14.0369)
H (3.4921, 0.4250, -12.6919)
H (2.3656, 0.5458, -14.0954)
H (1.7251, -1.9386, -9.6725)
H (2.0840, -2.7538, -10.9651)

Atomic forces in eV per Å
Pb 0.8 -0.1 0.1
N -2.6 3.4 0.0
S 6.4 1.4 6.4
O 0.3 0.7 -3.3
O -2.0 -2.7 -0.3
F -1.0 0.3 0.3
S -4.8 1.3 -1.1
O 0.7 -1.9 0.7
O 1.2 -1.1 -0.7
F 1.3 0.4 -0.5
N 3.1 1.7 -3.6
S 0.2 5.5 -2.6
O 0.6 0.0 2.1
O -1.7 -2.8 -0.1
F -0.4 -0.9 0.9
S 1.7 -7.2 3.5
O -3.2 1.1 -1.5
O 0.7 1.9 1.4
F -0.2 0.1 -1.0
O 0.4 0.5 -0.2
H -0.5 0.3 -0.4
H 0.0 -1.1 0.9
O 0.1 0.1 0.3
H -0.3 -0.4 -0.7
H -0.1 0.4 0.1
O 0.0 -0.1 0.0
H 0.3 -0.3 -0.3
H 0.1 0.3 0.2
O 0.0 -0.4 -0.2
H 0.0 -0.3 0.2
H -0.1 0.5 0.4
O -0.1 0.2 -0.2
H 0.2 -0.1 -0.4
H -0.3 0.0 0.2
O -0.9 0.4 -0.4
H 0.4 -0.5 0.1
H 0.0 -0.2 -0.1
O -0.1 -0.5 -1.2
H 0.2 0.4 0.2
H -0.1 -0.1 1.2
C 1.8 -0.5 0.4
C 0.9 0.7 2.6
C -0.7 0.2 0.5
O -0.4 -0.9 -1.9
C 0.7 1.0 0.3
N -1.5 -0.9 -2.1
H -0.3 -0.2 -0.4
H 0.1 0.2 -0.4
H 0.1 0.2 0.3
H 0.3 0.2 0.3
H 1.0 -0.4 -0.5
H 0.0 -0.1 0.1
H -0.7 0.6 -0.3
H -0.4 0.2 0.4
H -0.2 -0.1 0.5
H -0.6 -0.1 -0.2
H 0.3 0.3 -0.1
C -0.1 1.2 0.0
C 0.1 1.3 0.3
C 0.8 -1.0 0.9
O 0.8 0.3 0.2
C -1.1 -0.3 0.0
N -1.4 -0.3 -0.4
H 0.1 -0.2 -0.2
H -0.2 0.2 -0.4
H 0.2 0.0 0.0
H -0.3 0.1 0.0
H 0.1 -0.1 0.8
H 0.1 0.8 -0.8
H -0.3 -0.2 0.0
H 0.5 -0.3 -0.5
H 0.5 -0.4 -0.2
H 0.1 -0.6 -0.1
H 0.0 -0.5 0.1
C -1.0 -0.2 -0.5
C 0.3 -0.7 -0.2
C 0.4 0.0 -0.6
O -0.6 -0.9 0.5
C 0.5 2.1 0.1
N -0.3 0.1 0.6
H -0.1 -0.2 -0.2
H -0.1 0.2 0.6
H 0.6 -0.5 -0.3
H -0.2 0.4 -0.4
H -0.7 -0.2 0.0
H 0.4 0.4 -0.4
H -0.5 0.0 -0.3
H -0.1 -0.6 0.1
H 0.7 -0.2 0.3
H 0.2 0.2 0.4
H -0.1 -0.2 0.5
C -1.0 0.2 1.3
C 0.1 -0.3 -2.9
C -1.1 1.1 -0.5
O 0.2 -0.6 0.1
C -0.6 0.2 0.1
N 1.2 0.6 1.3
H 0.2 -0.2 0.2
H 0.0 -0.2 0.0
H -0.2 0.1 -0.3
H 0.1 -0.1 0.3
H 0.4 -0.5 0.3
H -0.3 -0.4 0.9
H 0.2 -0.1 -0.3
H -0.2 0.0 0.2
H 0.4 0.3 -0.3
H -0.4 -0.3 -0.1
H 1.0 0.1 -0.2
C -0.6 -0.7 -0.2
C -0.3 2.2 -0.7
C -2.0 0.8 -0.6
O 1.1 -1.3 -1.2
C -0.6 -0.5 0.9
N 1.1 -1.0 0.3
H 0.5 -0.2 0.4
H 0.3 1.0 -0.2
H -0.2 0.2 -0.2
H 0.5 -0.1 -0.4
H 0.0 -0.3 0.8
H -0.2 0.5 -0.1
H -0.1 -0.2 0.1
H -0.1 0.3 0.0
H -0.2 0.2 0.2
H 0.5 -0.3 0.8
H 0.7 -0.6 0.0

Results
LUMO energy, eV: -0.37
Orbital gap, eV: 8.857
Maximum force, eV/A: 9.16
HOMO energy, Eh: -0.339
2S+1: 1
Energy, Ha: -4876.349672

# 3
DFT (ωB97M-V/def2-TZVPD) results for a cluster of 3 separate species, C5H12O2 in total.

Cartesian coordinates (Å):
C (-0.4368, 0.4209, -1.8963)
C (0.4700, -0.4055, -1.3785)
C (1.7294, 0.0153, -0.6739)
C (1.9205, -0.6639, 0.6854)
H (-1.3063, 0.0540, -2.4371)
H (-0.3338, 1.5017, -1.8166)
H (0.3240, -1.4837, -1.4805)
H (2.5809, -0.2320, -1.3236)
H (1.7345, 1.1070, -0.5590)
H (2.9005, -0.4141, 1.1064)
H (1.1473, -0.3529, 1.3971)
H (1.8747, -1.7554, 0.5866)
C (-2.4460, -0.2693, 0.2799)
O (-2.8157, 0.7607, 0.7966)
H (-1.5990, -0.8514, 0.6793)
H (-2.9501, -0.6747, -0.6161)
O (-0.5574, 0.8856, 2.4836)
H (-0.0754, 1.6275, 2.0994)
H (-1.4523, 0.9763, 2.1119)

Atomic forces in eV per Å
C 0.1 -0.1 0.0
C -0.1 0.1 -0.1
C 0.0 0.1 0.0
C 0.0 0.0 0.1
H 0.2 0.0 0.1
H 0.0 -0.2 0.0
H 0.0 0.1 0.0
H -0.1 0.0 0.1
H 0.0 -0.2 0.0
H -0.2 0.0 0.0
H 0.1 -0.1 -0.1
H 0.0 0.2 0.0
C -0.2 0.3 0.1
O 0.1 -0.5 -0.2
H -0.1 0.1 0.0
H 0.0 0.1 0.1
O 0.0 0.2 -0.1
H 0.0 -0.1 0.1
H 0.1 0.0 0.1

Results
LUMO energy, eV: 0.66
Orbital gap, eV: 10.575
Maximum force, eV/A: 0.53
HOMO energy, Eh: -0.364
2S+1: 1
Energy above the lowest of the compared OMol25 structures with the same formula, charge and spin, kcal/mol: 45.2
Energy, Ha: -348.132707

# 4
DFT (ωB97M-V/def2-TZVPD) results for the molecule CH2N2O3S.

Cartesian coordinates (Å):
C (-1.3329, -0.7879, 0.1102)
N (-0.6578, -1.6861, 0.4346)
N (-0.8319, 0.4480, -0.6305)
O (2.8960, 0.1316, -0.4162)
O (1.2017, 1.0219, 1.1211)
O (0.3386, 0.3007, -1.0431)
S (1.5787, 0.0651, 0.1261)
H (-2.4272, -0.7535, 0.2737)
H (-0.7652, 1.2603, 0.0240)

Atomic forces in eV per Å
C -4.0 4.3 -1.3
N 3.6 -3.8 1.4
N -3.6 0.9 2.8
O -0.1 -0.1 -0.8
O -0.2 0.5 0.8
O 5.1 -0.8 -4.1
S -0.2 -0.6 1.2
H 0.4 0.1 -0.1
H -1.0 -0.6 0.0

Results
LUMO energy (alpha / beta), eV: -2.74 / -2.06
Orbital gap (alpha / beta), eV: 8.056 / 8.074
Maximum force, eV/A: 6.58
HOMO energy (alpha / beta), Eh: -0.397 / -0.373
2S+1: 1
Energy above the lowest of the compared OMol25 structures with the same formula, charge and spin, kcal/mol: 119.1
Energy, Ha: -772.517011